Record 1
2 unconnected molecules or ions with the total composition C9H14O at a distorted geometry, computed with ωB97M-V with the def2-TZVPD basis set.

Last column: Mulliken charge in e.
CARTESIAN COORDINATES (ANGSTROEM)
C: 0.6146 -1.8652 -0.5085  -1.04
C: -0.3231 0.4239 0.0481  -0.53
C: 0.3344 -0.6867 0.4890  0.80
C: -0.4842 1.5583 0.9303  -0.68
C: 0.7695 -0.8346 1.8441  -0.55
C: -0.2778 1.3458 2.3618  0.42
C: 0.2707 0.0551 2.7702  -0.61
O: -0.7800 1.9694 3.4224  -0.46
H: -0.6091 0.4256 -0.9802  0.35
H: -0.5396 2.4161 0.4087  0.46
H: -0.0522 -2.6689 -0.3355  0.32
H: 1.6304 -2.3132 -0.2962  0.33
H: 1.4222 -1.6212 2.2703  0.30
H: 0.3615 -0.0747 3.7897  0.45
H: -1.0021 2.8478 3.2545  0.31
H: 0.5465 -1.6034 -1.6318  0.11
C: -0.3230 -0.0224 -4.2590  -0.69
C: 0.1519 -1.4042 -4.8326  -0.95
H: -0.5632 0.7265 -4.9875  0.40
H: -1.0168 -0.2656 -3.4568  0.17
H: 0.6039 0.2474 -3.6864  0.21
H: 0.6413 -1.3516 -5.8505  0.31
H: -0.6186 -2.0685 -4.5785  0.31
H: 1.0382 -1.8716 -4.3589  0.27

## Properties
energy above the lowest of the compared OMol25 structures with the same formula, charge and spin = 56.28 kcal/mol
Kohn-Sham gap = 8.926 eV
SMILES = Cc1ccc(O)cc1.CC
electronic energy = -426.483090 Ha
LUMO energy = 0.8479 eV

Record 2
A molecular structure, C36H72O12 at a distorted geometry, computed with ωB97M-V with the def2-TZVPD basis set.

Last column: Mulliken charge in e.
CARTESIAN COORDINATES (ANGSTROEM)
C: 0.0102 2.5846 -2.3660  0.76
C: 0.9137 3.8310 -2.5942  -0.29
O: 0.6062 4.9431 -2.2514  -0.60
C: 2.1479 3.6117 -3.5088  -1.21
H: -0.8201 2.8193 -1.7000  -0.32
H: 0.5413 1.7429 -1.9216  0.63
H: -0.4171 2.2435 -3.3090  1.03
H: 1.9338 2.8269 -4.2344  0.25
H: 2.9161 3.2477 -2.8265  0.20
H: 2.4206 4.5492 -3.9934  0.48
C: 0.0378 4.7847 2.0080  -1.51
C: -0.2721 3.3566 1.6412  0.16
O: -0.5059 2.4534 2.4457  -0.41
C: -0.0798 3.0128 0.1694  -1.12
H: -0.4423 5.5684 1.4220  0.42
H: 1.1146 4.8365 1.8475  0.25
H: -0.1385 4.9791 3.0659  0.37
H: 0.7998 3.5119 -0.2371  0.28
H: -0.9430 3.2589 -0.4489  1.62
H: 0.0523 1.9327 0.1061  1.44
C: -2.3704 -0.3202 4.8064  -1.48
C: -2.2415 -0.8947 3.3955  -0.43
O: -3.3054 -1.0634 2.7821  -0.40
C: -0.8484 -1.1896 2.8477  0.70
H: -2.2671 -1.1023 5.5585  0.31
H: -3.3215 0.2048 4.8950  0.42
H: -1.5404 0.3455 5.0430  0.35
H: -0.8946 -1.6083 1.8424  -0.78
H: -0.2541 -1.7399 3.5771  1.15
H: -0.2890 -0.2684 2.6846  0.23
C: -3.7523 -0.5926 0.0455  -0.03
C: -4.3618 -1.9555 0.4560  0.59
O: -4.2944 -2.9369 -0.2897  -0.64
C: -4.9632 -2.1493 1.8149  -1.41
H: -2.7487 -0.4636 0.4509  -0.01
H: -4.3561 0.2795 0.2966  0.71
H: -3.5962 -0.5243 -1.0311  -0.19
H: -5.1351 -3.1932 2.0773  0.37
H: -5.8945 -1.5863 1.8767  0.31
H: -4.2532 -1.7308 2.5283  0.36
C: 0.3608 -2.9172 2.4458  -1.00
C: 1.6251 -2.3833 3.1218  1.13
O: 1.5922 -1.3623 3.7876  -0.54
C: 2.8600 -3.1250 2.9967  -1.67
H: 0.0743 -2.1964 1.6800  0.21
H: -0.4132 -2.9204 3.2132  0.90
H: 0.4405 -3.9191 2.0240  0.55
H: 2.8666 -4.0681 3.5431  0.58
H: 3.6994 -2.5961 3.4483  0.20
H: 3.1306 -3.3282 1.9605  0.39
C: 1.1644 1.7184 3.3598  -1.29
C: 1.9204 2.0084 2.1093  0.60
O: 1.8211 1.3242 1.0554  -0.54
C: 2.9325 3.0722 2.2454  -1.54
H: 0.7485 2.6052 3.8380  0.59
H: 1.7020 1.1884 4.1460  0.51
H: 0.3632 1.0130 3.1392  0.36
H: 2.4502 4.0290 2.0450  0.04
H: 3.7261 2.9984 1.5018  0.44
H: 3.3803 3.0793 3.2391  0.38
C: 3.5364 -1.3910 0.7484  -0.04
C: 4.0987 -1.1013 2.1671  -0.90
O: 4.5444 -2.0111 2.8794  -0.51
C: 3.9409 0.2886 2.7261  -0.44
H: 2.6517 -0.7814 0.5648  0.54
H: 3.2151 -2.4303 0.6784  0.54
H: 4.2054 -1.0871 -0.0566  0.69
H: 2.8891 0.5741 2.7422  -0.51
H: 4.4153 1.0366 2.0909  0.38
H: 4.3438 0.4080 3.7318  0.41
C: -0.5082 0.3479 -1.1534  -1.86
C: -0.5131 -0.5247 0.1110  1.76
O: -1.3919 -1.3563 0.3227  -1.26
C: 0.6830 -0.3250 1.0992  0.01
H: 0.3497 0.1243 -1.7875  -0.56
H: -0.5445 1.4122 -0.9212  -0.98
H: -1.3463 0.1652 -1.8259  1.52
H: 1.6541 -0.2866 0.6057  -0.35
H: 0.6447 -1.2314 1.7035  0.04
H: 0.5217 0.5650 1.7074  -0.13
C: -4.1960 1.9678 -2.0362  -1.41
C: -3.0023 1.1239 -2.5669  1.34
O: -2.3682 0.3678 -1.8126  0.19
C: -2.4971 1.3705 -3.9411  -1.09
H: -4.6800 1.3309 -1.2958  0.32
H: -4.9636 2.1809 -2.7802  0.48
H: -3.8188 2.9016 -1.6193  0.31
H: -1.4681 1.7274 -3.9861  0.88
H: -3.2125 2.0611 -4.3874  0.61
H: -2.5178 0.4501 -4.5247  0.40
C: -2.6568 -1.5945 -4.0623  -0.21
C: -1.9588 -2.3245 -2.9205  -0.30
O: -1.1074 -3.1690 -3.1097  -0.64
C: -2.4189 -1.9281 -1.4900  -1.08
H: -3.7311 -1.5346 -3.8880  0.43
H: -2.5098 -2.0718 -5.0312  0.46
H: -2.2568 -0.5827 -4.1272  -0.82
H: -2.1889 -2.7373 -0.7969  1.16
H: -3.4906 -1.7364 -1.4354  1.02
H: -1.8898 -1.0520 -1.1151  -1.05
C: 1.4061 -1.0740 -2.5149  -0.94
C: 1.1415 0.0967 -3.3449  0.31
O: 1.8686 1.0571 -3.3591  -0.56
C: -0.1590 0.2031 -4.1110  0.15
H: 2.0663 -1.7311 -3.0809  1.23
H: 0.4772 -1.5588 -2.2145  -0.13
H: 2.0365 -0.7938 -1.6710  0.32
H: -0.4685 -0.7826 -4.4583  1.06
H: -0.0304 0.8078 -5.0088  0.53
H: -0.9705 0.5326 -3.4621  -3.43
C: 3.7957 -2.6448 -1.8192  -1.37
C: 2.5839 -3.3902 -1.2825  0.58
O: 2.3250 -4.5948 -1.5079  -0.66
C: 1.6191 -2.5698 -0.4721  1.14
H: 4.3273 -2.2054 -0.9752  0.44
H: 3.4981 -1.8035 -2.4451  0.50
H: 4.4208 -3.3248 -2.3979  0.42
H: 0.9548 -3.3382 -0.0767  0.46
H: 0.9770 -1.9848 -1.1307  -0.43
H: 2.0409 -1.8737 0.2529  -1.80

## Properties
energy above the lowest of the compared OMol25 structures with the same formula, charge and spin = 948.65 kcal/mol
Kohn-Sham gap = 7.718 eV
electronic energy = -2316.246637 Ha
LUMO energy = -0.1797 eV

Record 3
2 unconnected molecules or ions with the total composition C4H7BrClN at a distorted geometry, computed with ωB97M-V with the def2-TZVPD basis set.

Last column: Mulliken charge in e.
CARTESIAN COORDINATES (ANGSTROEM)
C: 1.6139 0.8205 0.4842  0.47
C: 2.9216 0.5360 0.8915  -1.00
C: -1.6926 0.0136 -1.2735  -0.86
C: -2.1616 -0.9226 -0.1508  -0.02
N: 0.5298 1.0701 0.2771  -0.37
Cl: -2.8636 -0.0202 1.2973  -0.17
Br: -0.6411 -2.0387 0.5059  -0.16
H: 3.0458 0.5192 1.9832  0.27
H: 3.6456 1.2703 0.5894  0.33
H: 3.3755 -0.3427 0.4087  0.26
H: -0.7376 0.3924 -1.0742  0.28
H: -2.3825 0.8591 -1.2404  0.32
H: -1.6918 -0.4770 -2.3039  0.28
H: -2.9614 -1.6802 -0.3945  0.37

## Properties
energy above the lowest of the compared OMol25 structures with the same formula, charge and spin = 0.00 kcal/mol
Kohn-Sham gap = 10.613 eV
SMILES = C[C@H](Cl)Br.CC#N
electronic energy = -3245.541814 Ha
LUMO energy = 0.5886 eV

Record 4
2 unconnected molecules or ions with the total composition CH2N2O2 at a distorted geometry, computed with ωB97M-V with the def2-TZVPD basis set.

Last column: Mulliken charge in e.
CARTESIAN COORDINATES (ANGSTROEM)
C: 0.1727 -1.4879 -0.2586  0.62
N: -1.1439 0.7420 0.3166  -0.08
N: 1.1629 -0.8120 -0.2016  -0.42
O: -0.8859 -1.9819 -0.3016  -0.42
O: -1.0465 2.0153 0.3613  -0.28
H: -0.2690 2.3822 0.6925  0.34
H: 2.0098 -0.8577 -0.6087  0.24

## Properties
energy above the lowest of the compared OMol25 structures with the same formula, charge and spin = 126.38 kcal/mol
Kohn-Sham gap (spin up / spin down) = 9.367 / 9.369 eV
electronic energy = -299.135450 Ha
LUMO energy (spin up / spin down) = 0.3366 / 0.3419 eV

> What is the energy above the lowest of the compared OMol25 structures with the same formula, charge and spin in the third record?

0.00 kcal/mol